# 1
DFT (ωB97M-V with the def2-TZVPD basis set) results for C46H52MnN5O2Se as an isolated structure.

```
107
Properties=species:S:1:pos:R:3:lowdin_spin:R:1
Mn -1.7415 0.5265 1.0417 3.7273
C -2.4415 -2.8186 3.6799 -0.0005
C -2.1897 -2.3243 4.9577 0.0031
C -1.9221 -0.9867 5.1112 -0.0016
C -1.9073 -0.1327 3.9991 0.0034
N -2.1144 -0.6320 2.7599 -0.0076
C -2.3826 -1.9440 2.6246 0.0034
N -1.6839 1.2022 4.2743 0.0034
C -2.0183 2.1083 3.4229 0.0069
N -2.4958 1.9160 2.1558 -0.0004
C -2.9309 3.1181 1.6342 0.0033
N -3.5855 3.3212 0.5549 0.0054
C -4.0018 2.2918 -0.2886 0.0047
C -4.9373 2.6603 -1.2616 0.0017
C -5.3996 1.7260 -2.1598 0.0000
C -4.9159 0.4240 -2.0850 0.0017
C -3.9958 0.1316 -1.1026 0.0041
N -3.5514 1.0282 -0.2151 0.0474
C -2.5854 4.1839 2.6030 0.0008
C -2.7668 5.5511 2.5619 0.0001
C -2.3408 6.2850 3.6636 0.0007
C -1.7727 5.6588 4.7718 0.0001
C -1.6125 4.2781 4.8136 0.0005
C -2.0194 3.5604 3.7070 0.0000
H -2.6535 -3.8624 3.5007 0.0000
H -2.2037 -2.9815 5.8173 0.0002
H -1.7270 -0.5427 6.0761 -0.0002
H -2.5253 -2.2871 1.6110 0.0001
H -5.2622 3.6903 -1.2802 0.0003
H -6.1196 2.0049 -2.9182 0.0000
H -5.2300 -0.3437 -2.7775 0.0003
H -3.5627 -0.8562 -1.0260 0.0002
H -3.2186 6.0230 1.6999 0.0000
H -2.4521 7.3616 3.6656 0.0000
H -1.4546 6.2604 5.6133 0.0000
H -1.1827 3.7792 5.6717 0.0000
C 4.2166 -4.1510 0.7445 0.0004
C 2.8493 -4.7619 1.0824 0.0006
C 2.8026 -5.1035 2.5782 0.0004
C 2.6972 -6.0611 0.2905 0.0000
C 1.7456 -3.7563 0.7607 0.0058
C 1.7362 -2.5168 1.3832 0.0017
C 0.7396 -1.5927 1.1204 0.0088
Se 0.8998 0.1556 1.9045 0.0631
C 1.4150 1.0677 0.2987 0.0072
C 2.7511 1.0281 -0.0702 0.0019
C 3.1684 1.6224 -1.2482 0.0034
C 2.1819 2.2354 -2.0173 -0.0006
C 0.8318 2.2936 -1.6912 0.0025
C 0.4255 1.7027 -0.4719 0.0060
O -0.8335 1.7595 -0.0527 0.0505
C -0.0912 2.9966 -2.7046 0.0005
C 0.3303 4.4695 -2.8189 0.0002
C -1.5837 2.9723 -2.3659 0.0007
C 0.0619 2.3147 -4.0747 0.0001
C 4.6185 1.6134 -1.7263 0.0004
C 5.5383 0.8940 -0.7393 0.0000
C 4.7057 0.8908 -3.0781 0.0002
C 5.1186 3.0549 -1.8885 0.0002
C -0.3130 -1.8714 0.2350 0.0026
O -1.3099 -1.0049 0.0411 0.0276
C -0.2813 -3.0987 -0.4643 0.0035
C 0.7376 -3.9999 -0.1675 -0.0007
C -1.3261 -3.4161 -1.5427 0.0008
C -1.3411 -2.3087 -2.6102 0.0006
C -1.0211 -4.7294 -2.2717 0.0000
C -2.7135 -3.5732 -0.9050 0.0005
H 5.0157 -4.8602 0.9728 0.0001
H 4.4016 -3.2411 1.3169 0.0000
H 4.2723 -3.8976 -0.3159 0.0000
H 3.5905 -5.8176 2.8298 0.0001
H 1.8398 -5.5463 2.8413 0.0000
H 2.9437 -4.2152 3.1954 0.0000
H 3.5029 -6.7464 0.5599 0.0000
H 2.7552 -5.8867 -0.7857 0.0000
H 1.7496 -6.5571 0.5097 0.0000
H 2.5219 -2.2403 2.0763 0.0009
H 3.4483 0.5176 0.5801 0.0011
H 2.4897 2.7022 -2.9454 -0.0001
H 0.2148 4.9744 -1.8576 0.0000
H -0.2959 4.9830 -3.5528 0.0000
H 1.3708 4.5718 -3.1299 0.0000
H -1.8002 3.5019 -1.4410 0.0002
H -1.9586 1.9526 -2.2743 0.0002
H -2.1267 3.4635 -3.1789 0.0001
H 1.0812 2.3632 -4.4580 0.0000
H -0.5907 2.8023 -4.8028 0.0000
H -0.2240 1.2626 -4.0100 0.0000
H 5.2483 -0.1506 -0.6091 0.0000
H 5.5335 1.3784 0.2391 0.0000
H 6.5626 0.9112 -1.1164 0.0000
H 4.3577 -0.1398 -2.9851 0.0000
H 5.7382 0.8763 -3.4357 0.0000
H 4.0939 1.3836 -3.8351 0.0000
H 5.0739 3.5871 -0.9364 0.0000
H 4.5185 3.6094 -2.6114 0.0000
H 6.1540 3.0596 -2.2378 0.0000
H 0.7530 -4.9371 -0.7005 -0.0002
H -0.3832 -2.2862 -3.1343 0.0000
H -1.5156 -1.3266 -2.1778 0.0001
H -2.1220 -2.5143 -3.3473 0.0000
H -0.0397 -4.7071 -2.7487 0.0000
H -1.7690 -4.8811 -3.0525 0.0000
H -1.0654 -5.5920 -1.6040 0.0000
H -3.0127 -2.6774 -0.3661 0.0000
H -2.7153 -4.4123 -0.2049 0.0000
H -3.4646 -3.7729 -1.6739 0.0000
```

Multiplicity   5
<S²>   6.041
HOMO-LUMO gap (spin up / spin down)   6.756 / 6.737 eV
HOMO energy (spin up / spin down)   -0.2739 / -0.2731 hartree
M   840.85 g/mol
Lowest unoccupied orbital energy (spin up / spin down)   -0.7 / -0.7 eV

***

# 2
DFT (ωB97M-V with the def2-TZVPD basis set) results for C46H53CrFN5O9PS2Te as an isolated structure.

```
119
Properties=species:S:1:pos:R:3:lowdin_spin:R:1
Cr -0.2481 0.0934 -0.1445 2.8584
C -7.6314 4.6158 1.3476 0.0000
C -6.5568 3.5698 1.2619 -0.0001
C -6.8201 2.3131 0.7320 0.0000
C -5.8301 1.3413 0.6686 -0.0001
C -4.5634 1.6310 1.1423 0.0000
C -4.2796 2.8772 1.6851 0.0000
C -5.2722 3.8371 1.7365 0.0001
S -3.2765 0.4064 1.0834 0.0022
O -3.8121 -0.7163 0.3528 0.0017
O -2.8103 0.2246 2.4235 0.0003
N -2.0596 1.1195 0.2618 0.0011
C -2.1826 1.4249 -1.0706 0.0074
C -3.3311 1.7676 -1.8057 0.0000
C -3.1828 2.0046 -3.1537 0.0046
C -1.9333 1.8916 -3.7726 -0.0001
C -0.8589 1.5446 -2.9886 0.0019
N -0.9776 1.3502 -1.6721 -0.0095
H -8.4980 4.3419 0.7472 0.0000
H -7.2685 5.5840 1.0011 0.0000
H -7.9667 4.7432 2.3788 0.0000
H -7.8142 2.0887 0.3631 0.0000
H -6.0244 0.3632 0.2493 0.0000
H -3.2865 3.0793 2.0649 0.0001
H -5.0524 4.8110 2.1576 0.0000
H -4.2922 1.8301 -1.3250 -0.0002
H -4.0507 2.2719 -3.7441 0.0003
H -1.8059 2.0567 -4.8319 -0.0001
H 0.1348 1.4153 -3.4037 -0.0001
C 1.3597 -5.9919 -4.3539 0.0031
C 0.8812 -4.6972 -4.9948 0.0029
N 0.2970 -3.7787 -4.0326 0.0483
C 1.0883 -2.7925 -3.5174 0.0970
C 0.6932 -1.9422 -2.5386 0.0094
C 1.7153 -0.9477 -2.0544 0.0040
O 2.7575 -0.8008 -2.6823 0.0096
O 1.4514 -0.3132 -0.9600 0.0156
C -0.6404 -2.0692 -2.0238 0.1496
O -1.1471 -1.2901 -1.1230 0.1106
C -1.4617 -3.0980 -2.5333 0.0545
C -2.7865 -3.2594 -2.0302 0.1668
C -3.5493 -4.2849 -2.5187 0.0194
F -4.7965 -4.4860 -1.9903 -0.0102
C -3.1236 -5.1579 -3.5057 0.1730
C -1.8070 -4.9992 -4.0188 0.0960
C -0.9919 -3.9891 -3.5418 0.0237
N -3.9038 -6.2697 -3.9618 0.0241
C -5.2994 -6.0370 -4.2372 0.0066
C -5.8302 -7.1670 -5.0985 0.0018
N -5.6397 -8.4508 -4.3281 0.0006
C -4.1900 -8.6774 -3.9786 0.0026
C -3.7104 -7.4769 -3.1859 0.0112
H 1.7707 -6.6624 -5.1093 0.0000
H 0.5437 -6.5011 -3.8422 0.0020
H 2.1382 -5.7838 -3.6200 0.0006
H 0.1531 -4.8886 -5.7866 0.0020
H 1.7185 -4.1787 -5.4621 0.0006
H 2.0852 -2.7062 -3.9266 0.0065
H -3.1507 -2.5982 -1.2558 0.0118
H -1.4839 -5.6720 -4.7988 0.0080
H -5.4151 -5.0923 -4.7675 0.0012
H -5.9144 -5.9677 -3.3238 0.0003
H -5.2581 -7.2735 -6.0188 0.0002
H -6.8932 -7.0761 -5.3168 0.0004
H -6.0209 -9.2456 -4.8388 0.0004
H -6.1667 -8.3709 -3.4539 0.0001
H -3.6587 -8.7580 -4.9259 0.0003
H -4.1289 -9.6140 -3.4268 0.0008
H -2.6508 -7.5981 -2.9648 0.0009
H -4.2442 -7.4382 -2.2175 0.0004
C -1.8888 -3.6328 1.9792 0.0012
C -0.4667 -3.6788 2.4958 0.0004
O -0.1955 -2.5534 3.3561 -0.0017
P 0.4902 -1.2501 2.7248 0.0070
O -0.1101 -1.1437 1.3303 0.0340
Te 0.4583 0.4401 4.3552 0.0036
O 2.0069 -1.6961 2.3943 0.0014
C 2.8875 -2.0792 3.4572 0.0005
C 3.6282 -3.3286 3.0361 0.0001
H -2.1062 -4.5517 1.4279 0.0003
H -2.0374 -2.7837 1.3139 0.0006
H -2.5917 -3.5490 2.8080 0.0000
H 0.2526 -3.6936 1.6720 0.0001
H -0.2950 -4.5610 3.1176 0.0000
H 2.3220 -2.2393 4.3778 0.0000
H 3.5737 -1.2479 3.6389 0.0000
H 2.9353 -4.1595 2.8979 0.0000
H 4.3556 -3.6086 3.7997 0.0000
H 4.1563 -3.1640 2.0967 0.0000
O 0.7616 1.4876 0.8658 0.0206
S 1.0679 2.9078 0.4432 0.0057
C 2.2490 2.7681 -0.9189 0.0022
C 2.5509 4.1295 -1.4751 0.0003
C 1.5321 4.9225 -1.9974 0.0003
C 1.8120 6.1813 -2.5049 0.0000
C 3.1141 6.6609 -2.4975 0.0002
C 4.1346 5.8751 -1.9832 0.0000
C 3.8541 4.6166 -1.4712 0.0002
C 2.1276 3.4522 1.8091 -0.0016
C 3.4835 2.8180 1.8659 0.0000
C 4.6200 3.6122 1.7490 -0.0001
C 5.8838 3.0406 1.7702 0.0000
C 6.0171 1.6663 1.8970 0.0000
C 4.8860 0.8708 2.0177 0.0001
C 3.6218 1.4385 2.0125 0.0001
H 1.7515 2.1119 -1.6302 0.0000
H 3.1345 2.2423 -0.5642 0.0002
H 0.5152 4.5483 -2.0094 0.0001
H 1.0120 6.7877 -2.9087 0.0000
H 3.3329 7.6435 -2.8946 0.0000
H 5.1533 6.2407 -1.9796 0.0000
H 4.6480 4.0024 -1.0662 0.0000
H 1.5120 3.1746 2.6712 0.0000
H 2.1826 4.5397 1.7414 -0.0002
H 4.5129 4.6846 1.6354 0.0000
H 6.7614 3.6688 1.6835 0.0000
H 7.0008 1.2152 1.9061 0.0000
H 4.9823 -0.2024 2.1170 0.0000
H 2.7424 0.8167 2.1208 0.0000
```

Multiplicity   5
<S²>   6.043
HOMO-LUMO gap (spin up / spin down)   2.975 / 4.404 eV
HOMO energy (spin up / spin down)   -0.1588 / -0.2116 hartree
M   1113.66 g/mol
Lowest unoccupied orbital energy (spin up / spin down)   -1.3 / -1.4 eV

***

# 3
DFT (ωB97M-V with the def2-TZVPD basis set) results for C46H53CsFN9O3S3 as an isolated structure in a non-equilibrium geometry.

```
116
Properties=species:S:1:pos:R:3:mulliken_charge:R:1
Cs 1.6166 0.3612 0.0372 1.2589
S 5.0557 -0.3334 -0.8044 -0.5388
C 5.0322 -1.2672 -2.2577 0.2874
S 3.5722 -1.7226 -3.0680 -0.5463
C 6.2634 -1.6543 -2.8249 0.3984
C 6.3634 -2.4415 -4.0066 0.0458
N 6.5260 -3.0968 -4.9456 -0.7047
C 7.5176 -1.2979 -2.2488 0.0333
N 8.5732 -1.0554 -1.8433 -0.7101
C 2.3561 7.1685 3.9180 -1.4173
C 0.8716 6.8220 3.8968 -0.2298
C -0.0252 8.0250 3.6301 -1.0656
C 0.2027 8.5661 2.2268 -1.2492
C 0.0889 7.4623 1.2093 1.1350
C -0.2412 7.7298 -0.1021 -0.7716
C -0.3385 6.6981 -1.0285 0.0637
F -0.6812 7.0199 -2.2975 -0.3849
C -0.1021 5.3956 -0.6893 -1.0637
C 0.2316 5.0994 0.6366 0.3950
C 0.5286 3.6776 0.9837 1.1714
O 0.6301 2.8521 0.0857 -0.7711
C 0.7103 3.4251 2.3971 0.0192
C 0.7561 4.4792 3.2483 -0.2447
N 0.5995 5.7846 2.9026 0.2349
C 0.3121 6.1204 1.5857 -0.3058
C 0.8821 2.0416 3.0697 -0.1351
O 1.1329 2.0719 4.2860 -0.8657
O 0.7376 1.0461 2.3258 -0.6139
H 2.5629 7.9316 4.6708 0.3884
H 2.6905 7.5377 2.9482 0.3497
H 2.9459 6.2827 4.1525 0.3820
H 0.5992 6.3905 4.8635 0.4818
H 0.1687 8.7937 4.3813 0.4519
H -1.0670 7.7120 3.7346 0.3454
H 1.1933 9.0273 2.1634 0.3632
H -0.5188 9.3524 1.9953 0.4387
H -0.4306 8.7469 -0.4242 0.4948
H -0.1573 4.5891 -1.4081 0.7669
H 0.9430 4.2675 4.2946 0.4929
C -6.5995 -1.7672 0.8732 -1.6291
C -5.5003 -1.9828 1.9205 2.1713
C -5.3727 -3.4813 2.2200 -1.6467
C -5.9116 -1.2668 3.2062 -2.2382
C -4.1736 -1.4611 1.3742 0.2446
C -3.4328 -0.4607 1.9910 -0.4159
C -2.2310 -0.0460 1.4206 -0.8264
N -1.7695 -0.5613 0.2946 -0.0765
C -2.4502 -1.5295 -0.2992 -0.4223
C -3.6522 -2.0083 0.2015 0.1536
C -1.7654 -2.0659 -1.5402 -0.5202
C -2.2994 -3.1060 -2.2970 0.1755
C -1.5976 -3.5794 -3.4006 0.3011
C -0.3786 -2.9704 -3.6821 -0.3272
C 0.0760 -1.9367 -2.8794 -1.0701
N -0.6057 -1.4885 -1.8300 0.0132
C -2.1066 -4.7160 -4.2821 2.1776
C -3.4528 -5.2603 -3.8093 -2.1870
C -2.2684 -4.2039 -5.7186 -1.6640
C -1.0871 -5.8619 -4.2629 -1.6486
H -7.5601 -2.1178 1.2586 0.4387
H -6.3872 -2.3075 -0.0489 0.3059
H -6.6938 -0.7095 0.6232 0.3786
H -6.3144 -3.8666 2.6187 0.4470
H -4.5873 -3.6625 2.9554 0.3664
H -5.1263 -4.0504 1.3241 0.3119
H -6.8652 -1.6688 3.5556 0.4445
H -6.0366 -0.1950 3.0473 0.4063
H -5.1765 -1.4074 3.9992 0.4101
H -3.7554 -0.0008 2.9143 0.4517
H -1.6049 0.7009 1.8953 0.3405
H -4.1820 -2.8000 -0.3109 0.3261
H -3.2474 -3.5452 -2.0227 0.3776
H 0.2326 -3.2858 -4.5172 0.4919
H 1.0279 -1.4528 -3.0751 0.2702
H -4.2293 -4.4935 -3.8277 0.3884
H -3.3945 -5.6610 -2.7958 0.4004
H -3.7671 -6.0701 -4.4713 0.4334
H -2.9748 -3.3732 -5.7570 0.3690
H -2.6403 -5.0040 -6.3638 0.4532
H -1.3210 -3.8525 -6.1249 0.3383
H -0.9429 -6.2352 -3.2478 0.3693
H -0.1165 -5.5404 -4.6374 0.3411
H -1.4371 -6.6874 -4.8882 0.4469
C 2.2708 4.3329 -3.2401 -0.9788
N 3.0998 3.3430 -3.8726 0.0841
C 4.4759 3.1876 -3.4123 -0.4587
C 4.8358 1.7491 -3.8074 0.1387
N 3.5936 1.2630 -4.3964 0.0335
C 2.6004 2.1487 -4.3157 0.2558
S 0.9904 1.8631 -4.7462 -0.4922
H 2.3761 4.2832 -2.1497 0.3149
H 1.2346 4.1389 -3.5094 0.2684
H 2.5435 5.3390 -3.5721 0.2503
H 4.5374 3.3442 -2.3285 0.3076
H 5.1220 3.9243 -3.8987 0.2228
H 5.1045 1.1429 -2.9435 -0.3675
H 5.6499 1.7118 -4.5332 0.1835
H 3.3901 0.2609 -4.3143 0.0725
N 1.1761 -2.5292 0.5696 -0.2041
C 1.3050 -3.3966 1.3153 -0.0697
N 1.5250 -4.3749 2.1872 0.0598
C 0.4248 -5.2974 2.4747 -0.5585
C 0.7516 -6.0694 3.7422 -0.8019
C 0.9571 -5.1159 4.9206 -0.5163
C 1.9221 -3.9586 4.5738 -0.4498
C 2.5570 -4.1591 3.2054 -0.9238
H 0.2794 -5.9671 1.6229 0.3768
H -0.5068 -4.7349 2.6169 0.3488
H 1.6466 -6.6738 3.5758 0.3051
H -0.0637 -6.7649 3.9524 0.3792
H 1.3183 -5.6762 5.7855 0.2851
H -0.0152 -4.7037 5.2016 0.2825
H 2.7120 -3.8675 5.3215 0.3498
H 1.3859 -3.0084 4.5655 0.2587
H 3.2395 -5.0142 3.2073 0.2580
H 3.1374 -3.2888 2.9036 0.5330
```

HOMO-LUMO gap   4.381 eV
HOMO energy   -0.0452 hartree
M   1028.09 g/mol
Lowest unoccupied orbital energy   3.2 eV
Net charge   -2

***

Quick rundown of energy relative to the best compared isomer or geometry (same formula, charge and spin), same order as above: 0.0; 50.8; 41.1 kJ/mol